This record from OMol25 describes a 2-piece molecular cluster, C18H28N3O2P overall at a distorted geometry. The level of theory is the ωB97M-V functional and the def2-TZVPD basis.

```
! wB97M-V def2-TZVPD RIJCOSX def2/J DEFGRID3
* xyz 0 1
C 0.2787 1.6182 -3.2446
C 1.1015 0.6708 -3.6860
N 2.5175 0.7300 -3.3987
O 3.3089 0.1973 -4.1897
O 2.8848 1.3174 -2.3731
C -1.1579 1.6734 -3.4923
C -1.8785 2.7999 -3.0996
C -3.2364 2.8823 -3.3120
C -3.9071 1.8431 -3.9213
C -3.2129 0.7200 -4.3197
C -1.8537 0.6333 -4.1098
H 0.7149 2.4170 -2.6672
H 0.7597 -0.1458 -4.2872
H -1.3554 3.6130 -2.6259
H -3.7760 3.7618 -3.0012
H -4.9710 1.9099 -4.0839
H -3.7387 -0.0920 -4.7953
H -1.3267 -0.2514 -4.4207
C -2.6671 1.0619 2.6786
C -2.0419 -0.3058 2.3673
C -2.1436 -1.2194 3.5938
C -2.7943 -0.9344 1.1902
N -0.6047 -0.1373 2.0037
P 0.2561 -1.3262 1.0442
H 0.2421 -0.3927 0.0018
N 1.8068 -0.6523 1.5073
C 3.0864 -1.3908 1.3019
C 4.2573 -0.4001 1.2329
C 3.0218 -2.1650 -0.0182
C 3.2906 -2.3666 2.4660
C 1.6171 0.2646 2.5633
C 0.3149 0.5418 2.8322
H -2.5356 1.7429 1.8371
H -3.7365 0.9606 2.8718
H -2.2110 1.5130 3.5595
H -1.6959 -2.1913 3.3831
H -1.6194 -0.7831 4.4447
H -3.1862 -1.3737 3.8762
H -2.4204 -1.9371 0.9851
H -3.8602 -1.0075 1.4088
H -2.6701 -0.3321 0.2902
H 4.3894 0.1219 2.1801
H 5.1888 -0.9214 1.0060
H 4.0825 0.3412 0.4525
H 2.2416 -2.9247 0.0176
H 2.8066 -1.4899 -0.8463
H 3.9710 -2.6620 -0.2204
H 2.4579 -3.0686 2.5248
H 4.2130 -2.9352 2.3379
H 3.3476 -1.8301 3.4137
H 2.4420 0.6909 3.1178
H 0.0017 1.2102 3.6227
*
```

Computed properties:
SMILES ... CC(C)(C)N1C=CN(C(C)(C)C)P1.O=[N+]([O-])/C=C/c1ccccc1
Molar mass ... 349.41 u
ΔE to the lowest compared entry with this formula, charge and spin ... 0.00 kJ/mol
Kohn-Sham gap ... 0.1983 Ha